Below is a molecular structure, C39H24Cl2F9N2O2PS2Zn at a distorted geometry, with properties calculated with ωB97M-V/def2-TZVPD.

Last column: Löwdin charge in e.
Element x y z (Å)
Zn -0.74710 -0.68400 -0.36470  0.606
C -0.05520 1.45850 2.50700  -0.157
C -1.11870 0.96880 1.79580  -0.182
C -1.03290 -0.46630 1.78080  -0.321
C 0.09540 -0.79680 2.59750  -0.198
C 0.69060 0.36850 3.01270  -0.203
H 0.18560 2.49760 2.67060  0.078
H -1.89940 1.54230 1.32770  0.085
H -1.91190 -1.09980 1.77640  0.058
H 0.39210 -1.80500 2.84010  0.085
H 1.57340 0.45590 3.63290  0.082
Cl -1.71250 3.41170 -2.38990  0.636
C -1.20970 2.08880 -3.39200  -0.647
C -1.20070 2.25040 -4.74940  -0.164
C -0.85760 1.18550 -5.57830  -0.150
C -0.52990 -0.03190 -4.99900  -0.172
C -0.51330 -0.17120 -3.63120  -0.601
Cl -0.11300 -1.72900 -2.96060  0.735
C -0.89700 0.86240 -2.70750  -0.629
N -0.97240 0.80700 -1.42200  -0.147
H -1.47310 3.21250 -5.16090  0.085
H -0.88000 1.29780 -6.65170  0.073
H -0.30270 -0.88630 -5.62180  0.098
F 5.58400 -0.26750 -7.43860  0.126
C 6.12720 0.01240 -6.24300  -0.578
F 6.79240 1.17910 -6.40880  0.119
F 7.10550 -0.91190 -6.06560  0.116
C 5.14490 0.05120 -5.12190  -0.130
C 3.81640 -0.32080 -5.32390  0.002
C 2.93260 -0.27270 -4.26800  -0.062
C 3.34710 0.12500 -2.99880  -0.326
C 4.67930 0.50200 -2.80810  -0.059
C 5.57180 0.46450 -3.85810  -0.017
P 2.06160 0.17100 -1.67830  1.107
C 2.45860 1.82720 -0.99330  -0.317
C 3.38600 2.14790 -0.00690  -0.079
C 3.51370 3.45380 0.42850  -0.017
C 2.71860 4.45220 -0.12220  -0.129
C 1.80520 4.15000 -1.12740  0.004
C 1.69240 2.84430 -1.55720  -0.066
C 2.81950 5.84860 0.40530  -0.577
F 4.03980 6.13270 0.91630  0.109
F 2.59290 6.79330 -0.52820  0.123
F 1.94920 6.10840 1.40390  0.130
C 2.86430 -0.97980 -0.50940  -0.346
C 2.71900 -0.81980 0.86740  -0.091
C 3.18440 -1.79020 1.73380  -0.006
C 3.77210 -2.94720 1.23550  -0.129
C 3.90010 -3.12940 -0.13850  -0.015
C 3.44680 -2.14870 -0.99750  -0.073
C 4.27320 -3.98120 2.19320  -0.577
F 5.53370 -3.71200 2.63330  0.109
F 3.53030 -4.08840 3.30600  0.132
F 4.34610 -5.22060 1.67360  0.122
H 3.48190 -0.64130 -6.29800  0.117
H 1.90010 -0.54560 -4.41640  0.059
H 5.01450 0.80910 -1.82880  0.104
H 6.60280 0.75440 -3.70540  0.118
H 4.00340 1.38070 0.43640  0.099
H 4.22950 3.69750 1.20050  0.114
H 1.18180 4.91850 -1.55780  0.115
H 0.98080 2.58800 -2.32600  0.070
H 2.20180 0.04090 1.26980  0.080
H 3.06600 -1.66190 2.79950  0.119
H 4.32870 -4.04010 -0.53050  0.114
H 3.51970 -2.29300 -2.06550  0.105
O -4.43850 -4.87510 -4.28010  -0.335
S -3.36180 -3.92320 -4.11060  0.620
O -3.24460 -2.95000 -5.16600  -0.316
N -3.39890 -3.24050 -2.62380  -0.080
C -2.35910 -3.59320 -1.92500  -0.919
S -2.09490 -3.17370 -0.31780  0.595
C -1.39380 -4.48050 -2.60260  -0.320
C -0.20110 -4.97650 -2.10060  -0.065
C 0.56580 -5.79250 -2.91530  -0.082
C 0.14940 -6.11110 -4.20140  -0.090
C -1.04890 -5.61230 -4.70090  -0.051
C -1.79990 -4.79980 -3.88820  -0.213
H 0.10600 -4.71350 -1.09940  0.087
H 1.50450 -6.18110 -2.54460  0.096
H 0.76790 -6.74850 -4.81980  0.093
H -1.38620 -5.84940 -5.69750  0.111

Calculated values
Maximum force = 0.0206 Eh/bohr
Gap between HOMO and LUMO = 0.19285 Ha
Multiplicity = 1
Charge = -2
E_HOMO = -1.3 eV